# 1
Computed, not measured: a structure of composition C14H38ClMgN6O6 in a non-equilibrium geometry, with ωB97M-V/def2-TZVPD.

```
66
Properties=species:S:1:pos:R:3:nbo_charge:R:1
Mg 12.578 29.218 1.943 1.5026
Cl 12.968 28.932 -1.050 -0.5623
C 9.141 24.882 -1.199 0.7475
O 9.867 24.484 -0.339 -0.6706
N 8.328 24.033 -1.742 -0.8103
N 9.096 26.089 -1.726 -0.8589
H 8.440 23.054 -1.520 0.4185
H 7.823 24.380 -2.544 0.3792
H 9.999 26.526 -1.845 0.4014
H 8.330 26.417 -2.297 0.3913
C 9.114 32.802 -4.213 0.7555
O 9.985 33.633 -4.321 -0.6571
N 9.198 31.807 -3.359 -0.8396
N 7.893 32.949 -4.783 -0.8512
H 8.495 31.083 -3.365 0.3886
H 10.170 31.747 -3.091 0.4090
H 7.258 32.167 -4.704 0.3765
H 7.594 33.900 -4.942 0.4171
C 20.649 26.096 -3.032 -0.2541
O 19.599 27.078 -3.375 -0.5630
C 19.393 28.050 -2.271 -0.0674
C 18.216 29.138 -2.535 -0.2300
N 18.514 29.729 -3.858 -0.5923
C 17.448 30.623 -4.256 -0.2553
C 17.850 31.519 -5.453 -0.0671
O 18.330 30.673 -6.524 -0.5449
C 17.263 30.033 -7.320 -0.2799
H 21.496 26.616 -2.586 0.1764
H 20.995 25.607 -3.943 0.2004
H 20.353 25.280 -2.372 0.1722
H 20.217 28.707 -1.991 0.1784
H 19.171 27.399 -1.426 0.1649
H 18.382 29.965 -1.845 0.1886
H 17.208 28.756 -2.378 0.1675
H 18.567 28.973 -4.527 0.3792
H 17.199 31.411 -3.545 0.1936
H 16.562 30.097 -4.611 0.1690
H 18.803 31.982 -5.197 0.1994
H 17.084 32.227 -5.772 0.1765
H 16.850 30.667 -8.104 0.1859
H 16.538 29.470 -6.731 0.1665
H 17.798 29.210 -7.793 0.1979
C 9.286 28.022 -7.382 -0.2468
O 10.006 27.420 -6.343 -0.5831
C 11.513 27.354 -6.426 -0.0665
C 11.859 26.340 -7.555 -0.2487
N 11.133 25.100 -7.339 -0.6326
C 10.747 24.462 -8.618 -0.2469
C 9.877 23.289 -8.447 -0.0826
O 8.502 23.662 -8.221 -0.5414
C 7.879 24.239 -9.327 -0.2553
H 9.477 27.448 -8.289 0.1634
H 9.811 28.976 -7.418 0.1687
H 8.213 28.166 -7.255 0.1968
H 11.864 26.922 -5.489 0.1907
H 11.981 28.329 -6.562 0.1823
H 12.926 26.142 -7.651 0.1981
H 11.633 26.887 -8.471 0.1668
H 10.281 25.290 -6.831 0.3747
H 11.605 24.113 -9.192 0.1931
H 10.238 25.134 -9.309 0.1691
H 10.196 22.880 -7.488 0.2052
H 10.077 22.662 -9.316 0.1783
H 8.105 23.622 -10.196 0.1658
H 8.179 25.270 -9.514 0.1560
H 6.789 24.277 -9.304 0.1950
```

Summary:
- HOMO (eV) = -10.4
- net charge = +1
- maximum force (eV Å⁻¹) = 4.3
- E (Ha) = -1995.9987
- M (g mol⁻¹) = 446.252

***

# 2
Computed, not measured: a structure of composition C14H39FeN3O8P in a non-equilibrium geometry, with ωB97M-V/def2-TZVPD.

```
66
Properties=species:S:1:pos:R:3:mulliken_spin:R:1
Fe 19.576 -12.347 14.857 3.9535
P 17.373 -12.398 14.604 0.0716
O 18.319 -13.546 14.118 0.3122
O 18.371 -11.909 13.501 0.7031
O 18.139 -11.175 15.195 0.0167
O 18.095 -12.947 15.836 -0.2815
C 19.896 -17.598 13.608 -0.0006
C 18.614 -16.892 13.969 0.0056
O 18.815 -15.920 14.978 0.0054
H 20.312 -18.275 14.354 0.0002
H 20.668 -16.924 13.235 0.0008
H 19.645 -18.307 12.819 0.0001
H 17.949 -17.711 14.246 0.0011
H 18.143 -16.378 13.131 -0.0029
H 18.382 -15.085 14.787 -0.0158
C 20.982 -14.789 17.493 0.0057
C 21.761 -14.362 16.246 0.0204
C 22.538 -15.579 15.608 0.0035
O 23.191 -15.183 14.376 -0.0004
C 23.930 -16.242 13.807 -0.0002
N 20.855 -13.911 15.181 0.0852
H 20.576 -13.899 17.974 -0.0005
H 21.748 -15.232 18.128 0.0001
H 20.254 -15.572 17.283 -0.0013
H 22.471 -13.612 16.596 0.0027
H 21.944 -16.483 15.472 0.0003
H 23.213 -15.905 16.398 -0.0001
H 23.411 -17.166 13.551 -0.0001
H 24.808 -16.447 14.420 0.0003
H 24.221 -15.792 12.858 0.0002
H 21.532 -13.912 14.432 0.0076
H 20.325 -14.735 14.937 -0.0231
C 20.212 -15.420 10.873 0.0014
C 21.263 -14.721 11.698 -0.0007
C 22.429 -14.133 10.846 0.0002
O 23.311 -15.178 10.364 0.0000
C 24.201 -14.611 9.359 0.0000
N 20.603 -13.658 12.354 0.0192
H 19.758 -14.695 10.197 0.0001
H 19.377 -15.884 11.397 0.0006
H 20.646 -16.206 10.256 -0.0001
H 21.716 -15.328 12.481 0.0013
H 23.092 -13.504 11.440 0.0003
H 22.047 -13.444 10.093 0.0000
H 24.896 -15.390 9.045 0.0000
H 24.739 -13.778 9.811 0.0000
H 23.682 -14.173 8.506 0.0000
H 19.688 -14.071 12.462 -0.0024
H 20.513 -12.910 11.682 0.0023
C 22.656 -9.373 14.045 0.0036
C 22.002 -10.663 14.633 0.0034
C 21.461 -10.411 16.086 -0.0024
O 20.571 -11.427 16.506 0.0317
C 19.862 -10.962 17.646 0.0044
N 20.921 -11.155 13.815 0.0628
H 22.048 -8.483 14.212 -0.0001
H 22.809 -9.483 12.971 -0.0007
H 23.572 -9.232 14.617 0.0000
H 22.751 -11.455 14.666 -0.0024
H 20.987 -9.429 16.083 -0.0006
H 22.271 -10.292 16.806 0.0014
H 19.380 -9.991 17.530 0.0024
H 20.578 -10.922 18.467 0.0011
H 19.111 -11.639 18.051 -0.0002
H 20.437 -10.329 13.494 0.0007
H 21.350 -11.273 12.909 0.0032
```

Summary:
- ΔE to the lowest compared entry with this formula, charge and spin (kJ/mol) = 1334.7
- HOMO (spin up / spin down) (eV) = -7.3 / -7.1
- net charge = 0
- maximum force (eV Å⁻¹) = 11.9
- E (Ha) = -2927.6500
- M (g mol⁻¹) = 464.298
- 2S+1 = 6

***

# 3
Computed, not measured: a cluster of 8 separate species, C14H39NO11S in total in a non-equilibrium geometry, with ωB97M-V/def2-TZVPD.

```
66
Properties=species:S:1:pos:R:3:nbo_charge:R:1
C -0.936 4.501 2.015 -0.2609
O -1.946 4.112 1.088 -0.5663
C -1.585 2.997 0.301 -0.0460
C -1.000 1.820 1.087 -0.4477
C -1.435 0.497 0.477 -0.4333
C -1.165 -0.671 1.406 -0.0645
O 0.042 -0.517 2.192 -0.5007
C 1.196 -0.648 1.573 0.9939
O 2.098 0.130 1.623 -0.5621
O 1.273 -1.867 0.922 -0.3804
N 1.658 -1.627 -0.437 -0.2148
C 1.230 -2.445 -1.207 0.1602
S 0.739 -3.437 -2.267 0.1461
H -1.086 4.002 2.963 0.1830
H -1.046 5.560 2.187 0.1861
H 0.059 4.273 1.662 0.1931
H -2.483 2.663 -0.203 0.1734
H -0.886 3.295 -0.477 0.1669
H -1.303 1.857 2.123 0.2155
H 0.073 1.886 1.033 0.2249
H -0.990 0.353 -0.495 0.2373
H -2.510 0.527 0.348 0.2042
H -1.953 -0.732 2.137 0.1963
H -1.151 -1.613 0.877 0.1905
C 0.984 2.605 5.372 -0.2497
O 1.127 2.902 3.990 -0.7292
H 0.347 3.374 5.802 0.1776
H 0.510 1.631 5.528 0.1591
H 1.946 2.619 5.891 0.1574
H 1.684 2.227 3.587 0.4821
C -1.253 -0.012 -3.919 -0.2492
O -1.632 -0.316 -2.570 -0.7405
H -0.189 -0.178 -4.009 0.2008
H -1.768 -0.659 -4.630 0.1666
H -1.477 1.033 -4.151 0.1614
H -2.580 -0.171 -2.496 0.4644
C 4.617 -4.697 -2.835 -0.2478
O 4.167 -3.479 -3.416 -0.7257
H 5.612 -4.889 -3.226 0.1852
H 4.677 -4.625 -1.746 0.1642
H 3.968 -5.534 -3.105 0.1595
H 3.285 -3.302 -3.075 0.4623
C -1.246 -6.013 -0.762 -0.2453
O -2.004 -6.839 -1.637 -0.7198
H -1.809 -5.094 -0.617 0.1831
H -1.096 -6.491 0.210 0.1654
H -0.274 -5.772 -1.194 0.1565
H -1.517 -7.656 -1.776 0.4633
C -4.695 2.681 2.316 -0.2430
O -4.710 4.079 2.101 -0.7396
H -5.682 2.393 2.673 0.1792
H -4.486 2.132 1.391 0.1469
H -3.954 2.395 3.071 0.1555
H -3.829 4.320 1.786 0.4895
C 3.440 4.380 2.290 -0.2457
O 2.638 3.249 1.975 -0.7305
H 2.766 5.218 2.451 0.1854
H 4.021 4.219 3.202 0.1621
H 4.121 4.631 1.471 0.1623
H 3.213 2.492 1.828 0.4732
C 0.518 -3.271 -5.371 -0.2425
O 0.698 -1.869 -5.558 -0.7284
H -0.520 -3.424 -5.085 0.1847
H 0.716 -3.828 -6.290 0.1701
H 1.164 -3.657 -4.579 0.1533
H 1.612 -1.719 -5.815 0.4707
```

Summary:
- ΔE to the lowest compared entry with this formula, charge and spin (kJ/mol) = 0.0
- HOMO (eV) = -9.6
- net charge = 0
- maximum force (eV Å⁻¹) = 2.1
- E (Ha) = -1837.1556
- M (g mol⁻¹) = 429.529

***

M of number 1 (C14H38ClMgN6O6)? 446.252 g mol⁻¹

***

What is the formula in the third record? C14H39NO11S

***

Look up the net charge of the first one. +1

***

Copy entry 2 word for word.
Computed, not measured: a structure of composition C14H39FeN3O8P in a non-equilibrium geometry, with ωB97M-V/def2-TZVPD.

```
66
Properties=species:S:1:pos:R:3:mulliken_spin:R:1
Fe 19.576 -12.347 14.857 3.9535
P 17.373 -12.398 14.604 0.0716
O 18.319 -13.546 14.118 0.3122
O 18.371 -11.909 13.501 0.7031
O 18.139 -11.175 15.195 0.0167
O 18.095 -12.947 15.836 -0.2815
C 19.896 -17.598 13.608 -0.0006
C 18.614 -16.892 13.969 0.0056
O 18.815 -15.920 14.978 0.0054
H 20.312 -18.275 14.354 0.0002
H 20.668 -16.924 13.235 0.0008
H 19.645 -18.307 12.819 0.0001
H 17.949 -17.711 14.246 0.0011
H 18.143 -16.378 13.131 -0.0029
H 18.382 -15.085 14.787 -0.0158
C 20.982 -14.789 17.493 0.0057
C 21.761 -14.362 16.246 0.0204
C 22.538 -15.579 15.608 0.0035
O 23.191 -15.183 14.376 -0.0004
C 23.930 -16.242 13.807 -0.0002
N 20.855 -13.911 15.181 0.0852
H 20.576 -13.899 17.974 -0.0005
H 21.748 -15.232 18.128 0.0001
H 20.254 -15.572 17.283 -0.0013
H 22.471 -13.612 16.596 0.0027
H 21.944 -16.483 15.472 0.0003
H 23.213 -15.905 16.398 -0.0001
H 23.411 -17.166 13.551 -0.0001
H 24.808 -16.447 14.420 0.0003
H 24.221 -15.792 12.858 0.0002
H 21.532 -13.912 14.432 0.0076
H 20.325 -14.735 14.937 -0.0231
C 20.212 -15.420 10.873 0.0014
C 21.263 -14.721 11.698 -0.0007
C 22.429 -14.133 10.846 0.0002
O 23.311 -15.178 10.364 0.0000
C 24.201 -14.611 9.359 0.0000
N 20.603 -13.658 12.354 0.0192
H 19.758 -14.695 10.197 0.0001
H 19.377 -15.884 11.397 0.0006
H 20.646 -16.206 10.256 -0.0001
H 21.716 -15.328 12.481 0.0013
H 23.092 -13.504 11.440 0.0003
H 22.047 -13.444 10.093 0.0000
H 24.896 -15.390 9.045 0.0000
H 24.739 -13.778 9.811 0.0000
H 23.682 -14.173 8.506 0.0000
H 19.688 -14.071 12.462 -0.0024
H 20.513 -12.910 11.682 0.0023
C 22.656 -9.373 14.045 0.0036
C 22.002 -10.663 14.633 0.0034
C 21.461 -10.411 16.086 -0.0024
O 20.571 -11.427 16.506 0.0317
C 19.862 -10.962 17.646 0.0044
N 20.921 -11.155 13.815 0.0628
H 22.048 -8.483 14.212 -0.0001
H 22.809 -9.483 12.971 -0.0007
H 23.572 -9.232 14.617 0.0000
H 22.751 -11.455 14.666 -0.0024
H 20.987 -9.429 16.083 -0.0006
H 22.271 -10.292 16.806 0.0014
H 19.380 -9.991 17.530 0.0024
H 20.578 -10.922 18.467 0.0011
H 19.111 -11.639 18.051 -0.0002
H 20.437 -10.329 13.494 0.0007
H 21.350 -11.273 12.909 0.0032
```

Summary:
- ΔE to the lowest compared entry with this formula, charge and spin (kJ/mol) = 1334.7
- HOMO (spin up / spin down) (eV) = -7.3 / -7.1
- net charge = 0
- maximum force (eV Å⁻¹) = 11.9
- E (Ha) = -2927.6500
- M (g mol⁻¹) = 464.298
- 2S+1 = 6